# 1
16
Properties=species:S:1:pos:R:3:forces:R:3 method="wB97M-V/def2-TZVPD" charge=+2 e_tot_ev=-18824.970 largest_force_ev_per_a=4.79 s2=2.00 multiplicity=3
O 4.3452 2.2191 1.1282 0.65 -0.18 0.17
C 3.4502 2.6941 1.8223 -0.45 0.99 -0.74
O 3.4298 3.7370 2.4566 -0.15 -0.35 0.18
O 2.2085 1.9329 1.7069 -0.94 0.39 0.75
C -0.0946 1.7104 1.2278 1.23 4.56 0.82
C 1.1006 2.5366 1.4067 0.49 -1.14 -3.77
Li 5.0704 4.6948 2.4525 -0.10 0.12 0.17
H -0.9655 2.3049 0.9290 0.42 0.45 0.06
H 0.0916 1.1103 0.3209 -0.06 -2.14 1.76
H -0.0853 2.0328 2.4401 -0.90 -2.74 -0.84
H 1.1953 3.4629 0.8284 -0.13 1.06 1.57
Hg 4.7649 0.2778 0.0964 0.13 -0.63 -0.29
O -0.8782 -0.5568 2.0214 -1.08 -0.69 0.13
C -1.9541 -1.0681 2.1775 1.09 1.27 -0.23
O -2.1807 -2.2752 2.5608 -0.26 -1.02 0.41
H -3.1232 -2.4468 2.7186 0.06 0.06 -0.15


# 2
14
Properties=species:S:1:pos:R:3:forces:R:3 method="wB97M-V/def2-TZVPD" smiles="O=CC1CCC1" charge=0 e_tot_ev=-7360.224 largest_force_ev_per_a=1.41
O 1.5155 1.3753 -1.0325 0.71 -0.38 -0.22
C 1.7256 0.4786 -0.2473 0.03 0.27 -0.57
C 0.6362 -0.0764 0.6201 -0.47 0.72 -0.23
C -0.3502 -1.1914 0.2043 -0.06 -0.36 -0.16
C -1.1403 -0.2186 -0.6515 -0.22 -0.11 -0.07
C -0.6506 0.9240 0.2512 0.23 -0.26 0.59
H 2.7746 0.1707 -0.0731 -0.11 -0.30 0.03
H 1.1383 -0.3916 1.5696 -0.77 1.17 -0.11
H -0.0165 -2.1468 -0.2007 0.21 0.08 -0.07
H -0.9363 -1.3786 1.1142 0.18 -0.19 -0.18
H -0.6896 -0.1338 -1.6473 -0.13 0.11 0.19
H -2.2125 -0.3903 -0.7554 0.04 0.06 0.04
H -0.5507 1.8803 -0.2938 0.69 -0.56 0.68
H -1.2437 1.0986 1.1421 -0.33 -0.26 0.08


# 3
62
Properties=species:S:1:pos:R:3:forces:R:3 method="wB97M-V/def2-TZVPD" charge=+1 e_tot_ev=-30744.695 largest_force_ev_per_a=6.45
C -0.0533 -0.4515 2.4745 -0.39 1.03 -0.12
C -1.3533 -0.2791 1.9031 0.76 0.34 -0.13
C -1.4133 1.0212 1.3026 0.55 0.00 0.85
C -0.1682 1.6813 1.5541 -0.31 -0.64 0.89
C 0.6878 0.7593 2.2545 -1.05 0.01 0.30
Hf 0.3530 -0.2140 0.0815 -1.11 1.23 -0.63
C 0.9743 1.7806 -2.8422 -3.00 -5.45 1.73
C 1.6047 0.8661 -1.9890 0.98 2.00 -1.31
H 2.1237 0.0048 -2.4451 -0.31 0.35 0.04
C 1.9276 1.1806 -0.5713 0.41 0.38 0.04
H 1.8893 2.2693 -0.3569 0.15 -0.87 -0.09
H 2.8866 0.7309 -0.2130 -0.50 0.43 -0.39
C 0.6460 1.2751 -4.2406 1.05 0.84 -0.68
H 0.7098 0.1997 -4.4745 0.41 0.36 0.65
H -0.2989 1.6034 -4.6958 0.28 0.30 0.47
H 1.4656 1.7599 -4.7625 -0.04 -0.05 -1.15
C 0.0282 2.7989 -2.2834 0.93 1.35 -0.11
H -0.4082 2.7018 -1.2783 0.62 -0.54 -0.19
H 0.7391 3.6166 -2.2615 -0.43 1.30 0.44
H -0.8109 3.0847 -2.9213 0.42 -0.20 -0.27
C -2.4712 -1.2501 2.0374 -0.40 -0.32 0.00
H -2.1279 -2.2874 1.9133 -0.12 0.21 0.07
H -2.9250 -1.1735 3.0364 0.13 -0.01 -0.18
H -3.2609 -1.0757 1.3003 0.18 0.01 0.18
C -2.6245 1.6309 0.6821 -0.31 0.08 -0.31
H -3.1110 0.9259 -0.0007 -0.05 0.13 0.18
H -3.3529 1.9214 1.4559 0.22 -0.04 -0.24
H -2.3781 2.5182 0.0851 -0.06 -0.16 0.23
C 0.0856 3.1465 1.4238 0.19 0.35 -0.16
H -0.6030 3.6230 0.7156 0.18 -0.10 0.20
H -0.0560 3.6348 2.4020 0.00 -0.17 -0.29
H 1.1104 3.3644 1.0993 -0.25 0.01 0.11
C 2.0174 1.0698 2.8544 0.42 0.11 0.04
H 2.5153 1.9017 2.3407 -0.13 -0.20 0.10
H 1.9024 1.3512 3.9131 0.05 -0.07 -0.28
H 2.6942 0.2036 2.8200 -0.13 0.21 0.04
C 0.3669 -1.5833 3.3479 0.14 -0.39 0.15
H 1.4597 -1.6806 3.3942 -0.22 0.00 0.00
H 0.0099 -1.4133 4.3765 0.12 -0.09 -0.28
H -0.0527 -2.5428 3.0128 0.11 0.21 0.11
C -1.4540 -0.6969 -1.1733 1.79 -2.74 -3.90
C -1.5497 -0.3150 -2.6044 1.16 5.67 2.32
C -2.5879 -1.4936 -1.0547 -1.81 0.54 0.17
C -2.5415 0.6807 -2.8266 -1.04 -2.15 -1.40
H -0.7990 -0.1566 -3.3376 1.62 -0.43 0.47
C -3.7621 -1.0018 -1.6888 -0.62 -1.35 0.50
H -2.4881 -2.4926 -0.5806 -0.89 1.07 0.46
C -3.7922 0.1620 -2.4522 0.21 0.61 0.41
H -2.3991 1.5612 -3.5075 -0.30 -1.34 0.30
H -4.6608 -1.5669 -1.5279 -0.40 -0.12 -0.12
H -4.6827 0.6010 -2.8906 -0.20 -0.10 0.60
C 4.2192 -2.3239 0.9826 0.33 -0.06 0.05
N 3.1437 -3.3020 0.7986 -0.50 -0.03 -0.12
C 1.8922 -3.0378 0.4407 -0.82 0.33 -0.21
N 1.0183 -4.0640 0.2895 0.47 0.82 0.10
O 1.4699 -1.8292 0.2250 1.68 -2.95 0.44
H 3.8549 -1.2929 0.9018 -0.12 -0.46 -0.02
H 4.9977 -2.4906 0.2306 -0.20 0.10 0.09
H 4.6694 -2.4693 1.9698 -0.16 0.08 -0.15
H 3.3420 -4.2921 0.9267 0.25 0.51 0.02
H 0.0683 -3.8280 0.0187 0.37 -0.28 0.04
H 1.3129 -5.0256 0.4155 -0.33 0.33 -0.10


# 4
127
Properties=species:S:1:pos:R:3:forces:R:3 method="wB97M-V/def2-TZVPD" charge=0 e_tot_ev=-73781.425 largest_force_ev_per_a=9.24
C -5.1497 -2.8260 0.5572 1.34 0.18 1.63
C -3.5828 -2.9116 0.4047 -1.50 0.06 0.73
O -3.0816 -1.7250 -0.1412 -1.22 0.80 1.13
H -5.2546 -1.9632 1.2743 -0.35 -1.28 0.05
H -5.5323 -3.8206 0.9660 0.28 1.61 -0.47
H -5.7067 -2.4531 -0.2949 0.23 -0.59 -0.62
H -3.2852 -3.6432 -0.2689 0.12 -2.00 -1.19
H -3.1296 -3.2051 1.3784 -0.28 0.55 -0.28
H -2.2287 -1.8930 -0.5122 1.19 0.03 -0.38
C 1.7710 -0.5805 3.2108 0.46 0.44 1.15
C 0.8502 -0.5969 4.4336 2.42 -2.83 0.67
O -0.4240 -1.0226 4.1094 -2.19 0.39 -0.68
H 2.8311 -0.6663 3.4938 -0.27 -0.23 0.05
H 1.7305 0.3879 2.7597 -0.24 0.44 -0.75
H 1.5172 -1.3764 2.5360 -0.12 -0.21 -0.40
H 0.9308 0.3421 4.9657 -0.55 0.27 0.22
H 1.2162 -1.4397 5.1002 0.29 1.28 -0.17
H -0.6370 -1.8836 4.4891 0.26 0.57 0.05
C -0.1345 -3.9808 2.3615 -1.31 0.48 -1.08
C 0.9206 -4.7824 3.0264 -0.56 -0.62 0.82
O 1.8606 -5.4932 2.1706 -1.02 0.19 0.97
H -0.7924 -4.6966 1.9060 -0.64 -0.27 -0.62
H 0.1581 -3.3001 1.5869 0.53 0.40 -0.39
H -0.7853 -3.3962 3.0496 0.76 -0.53 -0.04
H 0.2259 -5.4777 3.5685 1.50 0.03 0.29
H 1.4209 -4.0828 3.6845 0.65 -0.34 0.58
H 2.1488 -6.2639 2.6957 -0.09 0.58 -0.49
C -0.5181 0.0402 0.5612 -0.26 0.50 1.67
C 0.7966 0.5462 -0.0508 -3.18 1.41 2.48
O 0.7802 -0.0435 -1.2658 -0.01 -1.33 -1.78
H -0.7465 0.5615 1.5437 0.43 -0.77 -0.99
H -0.4975 -1.0759 0.7598 -0.02 1.28 -0.30
H -1.3396 0.3580 -0.1047 0.16 -0.49 0.21
H 1.5787 0.3747 0.6221 1.75 -1.02 0.44
H 0.7478 1.6291 -0.1070 -0.03 0.41 -0.36
H 1.5129 0.2133 -1.7893 1.22 0.40 -0.93
C 0.8886 2.9386 3.3387 -2.18 0.95 -0.12
C 0.0283 3.3007 4.5657 0.53 -1.25 -0.29
O -1.3198 3.5407 4.1824 -0.28 1.81 0.29
H 1.0165 3.8428 2.7562 0.15 0.18 -0.24
H 0.5214 2.1798 2.6390 -0.50 0.07 0.49
H 1.8176 2.6259 3.6332 2.54 -0.69 0.80
H 0.4948 4.1812 5.0630 -0.40 -0.51 -0.22
H -0.0856 2.4925 5.3031 0.75 0.05 -0.12
H -1.4160 4.4779 4.4253 -0.67 -0.55 -0.43
C 3.6361 -1.9670 0.5567 5.45 2.95 6.40
O 4.6030 -1.1883 1.1583 -4.10 -3.44 -2.97
N 3.2455 -1.8160 -0.6487 0.14 2.40 -3.72
N 3.0446 -2.9486 1.2022 -0.29 -0.93 0.88
H 3.5525 -0.9400 -1.1023 -0.39 -1.03 0.39
H 2.4184 -2.2509 -0.9874 -1.25 -0.47 0.25
H 3.1528 -3.2231 2.1403 0.93 0.32 0.94
H 2.3373 -3.4668 0.7670 -1.03 -0.72 -1.02
C -0.2156 -3.2975 -1.4484 4.96 -0.66 4.98
O 0.9348 -3.3932 -0.7032 -4.58 0.45 -3.56
N -0.7796 -2.1615 -1.7190 -0.54 4.17 -1.60
N -0.9224 -4.3898 -1.6360 0.59 -2.06 -0.10
H -0.2514 -1.2310 -1.5279 -0.37 -1.87 -0.31
H -1.5790 -2.0229 -2.3761 0.62 -0.50 0.59
H -0.5964 -5.2039 -1.1616 0.32 -0.37 0.04
H -1.8252 -4.4315 -2.0101 -1.18 0.31 -0.61
C -4.5083 1.3666 -0.4008 6.07 0.65 -4.06
O -3.2772 1.5126 -0.9596 -4.86 -0.88 2.23
N -5.4221 2.2801 -0.4484 -3.77 4.62 1.00
N -5.0159 0.2445 -0.0378 -0.96 -5.22 2.62
H -5.1477 3.2484 -0.6886 -0.33 -1.06 0.41
H -6.3723 2.1055 0.0575 2.67 0.80 -1.51
H -4.4025 -0.5900 0.0390 -0.23 1.10 -0.23
H -5.8854 0.1883 0.5426 1.37 0.26 -1.02
C 2.0594 4.8570 -1.1931 -3.13 -5.88 6.40
O 1.6635 3.9315 -0.2311 1.76 4.98 -4.54
N 1.2490 5.2566 -2.1140 -5.18 0.74 -3.11
N 3.1672 5.4636 -1.2992 6.06 1.74 -0.09
H 0.2496 5.2646 -1.8836 0.66 -0.36 -0.24
H 1.4958 5.9489 -2.8146 0.09 -0.19 0.54
H 3.8675 5.2823 -0.6024 0.31 -0.39 -0.04
H 3.5288 5.7994 -2.2213 -0.69 -0.41 1.52
C 3.5957 1.0316 -2.3993 0.46 5.31 5.88
O 3.6248 2.0935 -1.4841 -0.36 -4.86 -5.09
N 4.4095 0.0129 -2.1930 3.13 0.27 1.85
N 2.6361 0.8505 -3.2505 -2.75 1.09 -1.39
H 5.0696 0.1406 -1.4017 -0.48 0.09 -0.86
H 4.7280 -0.6004 -2.8924 0.06 -0.84 -1.06
H 1.8752 1.5525 -3.1340 0.43 -0.26 -0.84
H 2.4554 0.0608 -3.8865 0.78 0.52 0.34
C 0.3849 -0.5274 -4.8732 -1.64 0.95 -2.67
O 1.6906 -0.6475 -5.3405 1.48 -0.85 1.56
H -0.2357 -1.3279 -5.2745 -0.12 -0.35 0.47
H -0.0092 0.3816 -5.3375 -0.42 0.16 0.24
H 0.2489 -0.3812 -3.8299 0.58 -0.33 1.03
H 1.7714 -0.5078 -6.2688 -0.23 0.23 -0.87
C -3.3217 0.1121 3.0812 -1.09 2.28 -0.81
O -3.5175 -0.2570 4.3827 -0.45 -0.18 2.51
H -4.2193 0.7206 2.7913 0.36 -0.85 -0.75
H -3.0393 -0.6758 2.4197 -0.32 -0.84 -0.29
H -2.5394 0.8243 3.0240 1.22 0.75 -0.22
H -3.6729 0.5795 4.8802 0.29 -1.17 -0.39
C 4.2322 1.6680 1.3523 2.43 0.74 0.05
O 3.5648 2.8763 1.6071 0.71 -0.13 1.22
H 4.7447 1.2887 2.2294 -0.52 0.07 0.78
H 5.1387 1.8136 0.7084 -0.94 -0.02 -0.22
H 3.6444 0.8753 0.9854 -0.77 -0.65 -0.56
H 2.9188 3.0404 0.9380 -0.78 0.28 -1.16
C -0.8285 2.4854 -2.7869 1.54 2.16 0.97
O 0.5194 2.7629 -3.2490 -0.59 -1.59 -1.12
H -1.5455 2.4227 -3.5849 -0.09 0.73 -0.46
H -0.9951 3.2430 -2.0098 -0.93 0.03 -0.55
H -0.9269 1.5976 -2.2378 0.44 -1.65 0.68
H 0.9839 3.4397 -2.7520 -0.48 0.19 0.43
C -3.0618 -0.0220 -4.0112 -0.81 0.37 0.29
O -3.2028 -0.9397 -2.8981 -0.23 1.29 0.33
H -3.9693 0.7051 -4.0410 1.59 -1.13 -0.05
H -3.0179 -0.5943 -4.9794 0.06 0.53 1.07
H -2.1284 0.5311 -3.7837 -0.64 -0.09 -0.87
H -3.2648 -0.3092 -2.1159 0.07 -0.96 -0.77
C 2.5081 -3.2748 -3.4339 0.14 1.25 0.34
O 3.7648 -3.3729 -2.7990 0.33 -0.22 -1.28
H 1.9027 -4.0778 -3.1349 -1.16 -1.07 0.79
H 2.6071 -3.4200 -4.4919 0.38 0.44 -0.72
H 1.9623 -2.3062 -3.2155 0.60 -0.90 -0.30
H 3.7666 -2.8288 -2.0139 0.08 0.06 0.62
C -1.6005 3.3573 0.8561 0.15 -1.50 2.46
O -2.6095 4.2666 0.6475 -0.77 1.66 -2.65
H -1.0776 3.7203 1.7259 0.59 -0.31 0.46
H -0.8437 3.3198 0.0984 -0.18 -0.19 -0.84
H -2.0800 2.3810 1.1460 1.03 0.49 -0.73
H -3.1635 4.2552 1.3959 -0.88 0.03 1.30


# 5
23
Properties=species:S:1:pos:R:3:forces:R:3 method="wB97M-V/def2-TZVPD" charge=+1 e_tot_ev=-18125.522 largest_force_ev_per_a=11.18 s2=2.01 multiplicity=3
C -0.0327 2.5753 -3.7803 -0.34 -0.83 0.90
C 2.8912 0.9641 -1.0379 2.84 0.12 -3.19
C 0.2885 -2.2445 1.2532 -2.65 -3.07 0.20
C -0.7570 -1.4951 2.1649 1.00 1.36 1.35
C 0.3742 -1.5605 -0.1567 -2.62 -0.02 0.34
C -1.5969 1.0557 1.0976 -0.25 -0.13 2.00
C -0.8976 -0.2183 1.4317 -3.34 -0.28 8.69
C -0.2921 -0.2155 0.2553 6.21 -3.81 -8.48
N -0.8089 1.0248 -0.1943 1.30 1.55 -1.11
O 0.3686 3.1216 -4.6801 0.85 1.41 -2.08
O 3.7652 1.0265 -1.7777 1.15 0.20 0.00
O -0.4165 1.9824 -2.8641 -0.49 -0.56 1.12
O 1.9258 0.8547 -0.4708 -3.45 0.12 3.05
H 1.2457 -2.1931 1.6910 1.06 0.17 0.66
H -0.0062 -3.4230 1.3068 0.79 2.83 -0.72
H -1.7605 -1.8531 2.2941 -0.51 -1.26 -0.08
H -0.3662 -1.4225 3.2712 -0.55 0.07 -1.89
H 1.3806 -1.7258 -0.5083 0.45 1.03 -0.28
H -0.2597 -2.0598 -0.9429 0.30 0.17 0.74
H -2.6480 1.1846 1.1157 -1.36 -0.33 -0.88
H -1.2822 1.8233 1.7932 0.54 0.74 -0.36
H -1.1158 1.1364 -1.1716 -0.55 0.06 0.39
H 0.0003 1.6618 -0.0899 -0.38 0.47 -0.39


# 6
17
Properties=species:S:1:pos:R:3:forces:R:3 method="wB97M-V/def2-TZVPD" charge=+1 e_tot_ev=-115124.553 largest_force_ev_per_a=7.59
Cu -1.5331 -1.5181 2.5946 -1.41 -2.48 2.91
Cu -2.4294 0.2605 1.0920 -3.93 1.83 -0.37
Cl -0.6100 -0.3794 1.3298 2.24 1.34 7.13
C -0.0996 -1.3825 -0.5548 0.76 -2.37 -3.39
N 0.1874 -1.5855 -2.0242 1.23 -1.72 -1.58
O -0.7518 -2.0183 -2.6852 0.17 0.92 0.82
O 1.3394 -1.5289 -2.4644 -1.51 0.64 1.31
H 0.7579 -1.0933 0.0529 0.53 0.10 -1.72
H -0.3242 -2.3912 -0.2082 -0.09 -0.17 -0.15
H -1.0228 -0.8304 -0.3791 0.81 -0.82 -2.86
C 0.1712 1.7598 0.0159 0.07 0.34 -0.96
N 1.2253 1.7549 1.0611 0.63 1.36 -2.22
O 0.8977 2.1860 2.1298 0.22 -0.26 1.42
O 2.3408 1.5169 0.6364 -0.13 -0.55 1.00
H 0.6263 2.1020 -0.9136 -0.12 0.15 0.20
H -0.6045 2.4170 0.4089 -0.10 -0.08 -0.34
H -0.1704 0.7304 -0.0921 0.62 1.78 -1.21